[1]
DFT (ωB97M-V/def2-TZVPD) results for C57H69BrN6O7S2ScSiTe as an isolated structure.

Geometry as ORCA input:
```
! RIJCOSX wB97M-V def2-TZVPD def2/J DEFGRID3
* xyz 0 2
Sc 0.95 -1.72 1.55
N -2.38 -3.26 -2.49
C -2.10 -3.68 -1.23
N -0.95 -4.08 -0.83
C 0.11 -3.99 -1.74
N 1.33 -3.89 -1.38
N 1.54 -3.78 0.00
C 2.14 -4.78 0.49
C 2.34 -4.92 1.95
C 3.26 -5.83 2.45
C 3.31 -6.01 3.83
C 2.44 -5.28 4.63
C 1.58 -4.38 4.02
N 1.52 -4.20 2.71
C -0.23 -4.03 -3.17
C 0.61 -4.53 -4.17
C 0.23 -4.48 -5.49
C -1.00 -3.92 -5.84
C -1.87 -3.47 -4.86
C -1.49 -3.56 -3.53
H -3.28 -2.88 -2.71
H -2.94 -3.70 -0.53
H 2.44 -5.60 -0.16
H 3.92 -6.37 1.79
H 4.01 -6.71 4.26
H 2.44 -5.40 5.70
H 0.90 -3.78 4.61
H 1.57 -4.94 -3.87
H 0.89 -4.86 -6.26
H -1.29 -3.85 -6.88
H -2.84 -3.07 -5.13
O 0.19 0.32 3.26
S 1.06 -0.37 4.19
O 0.56 -0.49 5.53
O 1.43 -1.68 3.57
C 2.63 0.45 4.33
C 2.77 1.35 5.38
C 4.00 1.93 5.63
C 5.11 1.60 4.86
C 4.98 0.71 3.80
C 3.75 0.13 3.53
S 3.60 -0.71 1.96
O 4.73 -0.27 1.20
O 2.30 -0.16 1.46
O 3.45 -2.17 2.01
H 1.90 1.58 5.98
H 4.11 2.64 6.45
H 6.07 2.05 5.06
H 5.82 0.48 3.16
C -6.19 5.38 -2.38
C -5.28 4.48 -1.58
C -3.99 4.87 -1.24
C -3.13 4.04 -0.52
C -1.74 4.57 -0.23
C -3.57 2.77 -0.12
Te -1.95 1.32 0.59
N -1.05 -0.71 1.09
C -1.57 -1.81 1.56
O -0.74 -2.79 1.81
C -3.01 -2.17 1.80
C -4.03 -1.75 0.95
C -5.33 -2.19 1.15
C -5.62 -3.06 2.19
C -4.60 -3.50 3.03
C -3.30 -3.06 2.83
C -1.78 2.30 2.48
C -2.86 2.28 3.37
C -4.14 1.55 3.08
C -2.74 2.97 4.58
C -1.59 3.64 4.93
C -1.48 4.39 6.23
C -0.51 3.60 4.05
C -0.57 2.93 2.83
C 0.66 2.90 1.97
C -4.87 2.37 -0.44
C -5.45 1.03 -0.06
C -5.70 3.23 -1.16
H -5.66 6.28 -2.71
H -7.05 5.69 -1.78
H -6.57 4.86 -3.26
H -3.64 5.85 -1.54
H -1.63 5.58 -0.61
H -0.98 3.94 -0.69
H -1.55 4.59 0.85
H -3.79 -1.10 0.12
H -6.12 -1.86 0.49
H -6.64 -3.41 2.34
H -4.82 -4.19 3.83
H -2.49 -3.42 3.45
H -3.95 0.51 2.80
H -4.68 2.03 2.27
H -4.79 1.55 3.96
H -3.58 2.96 5.26
H -2.46 4.47 6.72
H -1.09 5.39 6.07
H -0.80 3.88 6.92
H 0.42 4.08 4.33
H 1.47 3.46 2.45
H 0.49 3.32 0.99
H 1.00 1.87 1.84
H -4.83 0.51 0.66
H -5.55 0.38 -0.94
H -6.45 1.15 0.37
H -6.71 2.90 -1.40
C 4.61 1.56 -1.59
C 3.24 1.91 -2.17
C 3.45 2.96 -3.27
C 2.44 2.54 -1.02
Si 2.29 0.42 -2.87
Br 1.05 -0.58 -1.21
C 0.84 0.90 -4.02
C 1.36 1.32 -5.40
C 0.03 2.05 -3.39
C -0.17 -0.25 -4.24
C 3.43 -0.94 -3.52
C 4.41 -0.38 -4.56
C 4.19 -1.61 -2.36
C 2.60 -2.05 -4.19
H 5.07 2.48 -1.22
H 5.29 1.14 -2.34
H 4.54 0.88 -0.75
H 4.06 3.77 -2.86
H 2.52 3.40 -3.63
H 3.99 2.55 -4.14
H 2.96 3.43 -0.66
H 2.36 1.84 -0.18
H 1.43 2.84 -1.31
H 2.12 2.11 -5.35
H 0.52 1.70 -6.00
H 1.79 0.47 -5.94
H 0.60 2.97 -3.29
H -0.36 1.77 -2.40
H -0.84 2.27 -4.03
H 0.27 -1.14 -4.68
H -0.95 0.11 -4.94
H -0.67 -0.54 -3.32
H 5.08 0.38 -4.15
H 3.89 0.06 -5.41
H 5.03 -1.20 -4.93
H 4.83 -0.93 -1.80
H 4.83 -2.40 -2.78
H 3.51 -2.08 -1.65
H 2.16 -1.72 -5.13
H 1.81 -2.40 -3.53
H 3.26 -2.89 -4.41
*
```

Output
LUMO energy (alpha / beta)   0.08 / -0.99 eV
Relative energy (zero: lowest compared OMol25 entry of this formula, charge and spin)   43.8 kcal/mol
Kohn-Sham gap (alpha / beta)   7.298 / 7.163 eV

[2]
DFT (ωB97M-V/def2-TZVPD) results for C11H16Cl3N2O4PtSe as an isolated structure.

Geometry as ORCA input:
```
! RIJCOSX wB97M-V def2-TZVPD def2/J DEFGRID3
* xyz 3 5
Pt 0.00 -0.70 -0.42
C -2.97 -0.49 0.01
C -2.47 -0.14 1.40
O -1.07 -0.56 1.53
C -0.32 0.18 2.54
C 0.66 1.18 1.90
O 0.32 1.29 0.49
C 0.96 2.32 -0.31
C 1.28 1.72 -1.67
O 0.24 0.78 -2.08
C -1.02 1.40 -2.52
C -2.15 0.44 -2.25
O -1.95 0.06 -0.87
H -3.92 0.00 -0.18
H -3.06 -1.56 -0.15
H -3.05 -0.65 2.17
H -2.51 0.94 1.55
H 0.21 -0.56 3.14
H -1.04 0.68 3.18
H 1.70 0.85 1.99
H 0.56 2.17 2.34
H 1.88 2.66 0.17
H 0.26 3.15 -0.36
H 2.19 1.13 -1.64
H 1.38 2.49 -2.43
H -0.92 1.62 -3.59
H -1.17 2.32 -1.96
H -2.13 -0.45 -2.89
H -3.11 0.94 -2.37
Se 0.38 -2.63 -2.41
C -0.48 -3.21 -0.93
N -1.00 -3.41 0.10
Cl 5.13 -1.16 1.66
C 4.09 -2.51 1.24
Cl 3.66 -3.48 2.63
Cl 4.74 -3.47 -0.08
C 2.83 -1.91 0.73
N 1.85 -1.46 0.34
*
```

Output
LUMO energy (alpha / beta)   -9.36 / -14.29 eV
Kohn-Sham gap (alpha / beta)   10.161 / 5.234 eV

| no. | energy (hartree) |
| --- | --- |
| 1 | -7757.48290 |
| 2 | -4739.18756 |